{
  "formula": "C30H29N2O10PdS",
  "method": "wB97M-V/def2-TZVPD",
  "species": ["C", "H", "H", "C", "H", "C", "C", "H", "C", "S", "H", "C", "C", "C", "C", "H", "C", "H", "H", "C", "O", "C", "C", "C", "H", "C", "C", "O", "H", "H", "N", "H", "C", "H", "C", "C", "H", "O", "C", "H", "O", "C", "Pd", "H", "C", "H", "H", "H", "N", "C", "H", "H", "C", "O", "O", "H", "O", "C", "H", "O", "H", "C", "H", "H", "C", "C", "O", "H", "H", "H", "C", "C", "O"],
  "coordinates": [[0.111, -2.933, -3.100], [-5.264, -4.286, -0.607], [4.710, -2.706, -1.859], [-4.629, -3.408, -0.603], [-1.062, 6.657, 0.974], [4.432, 2.694, 1.447], [1.966, -3.388, 1.113], [2.310, -6.478, 2.437], [0.431, -0.465, -1.859], [0.269, 5.011, -0.015], [-5.295, 4.227, 0.094], [1.202, 0.843, 2.128], [4.562, -2.007, -1.035], [-5.713, -0.123, 0.535], [3.644, -5.570, 1.017], [-6.724, -0.399, 0.807], [-3.578, 2.997, 0.407], [-0.479, -1.805, -4.853], [-2.885, -1.568, -0.690], [-0.985, 6.250, -0.034], [0.822, 0.546, -1.258], [-0.164, -1.739, -3.820], [-3.990, 1.566, 0.301], [2.253, 1.750, 1.523], [-0.676, 7.022, -0.737], [1.692, -4.501, 1.890], [-4.573, 4.020, 0.889], [-2.473, 3.373, 0.075], [4.836, 3.816, -0.348], [-3.746, -3.598, 0.010], [1.157, -2.214, 1.244], [5.368, -2.111, -0.309], [-4.860, -1.143, 0.029], [0.427, -0.455, 0.653], [0.743, -1.441, 0.312], [4.122, 3.220, 0.204], [4.311, -6.422, 0.975], [-1.916, 0.737, -0.547], [-3.088, 0.523, -0.202], [-0.203, 0.416, -3.738], [3.289, -2.209, -0.412], [3.933, -4.450, 0.248], [-0.354, 2.298, -0.021], [-5.120, 3.691, 1.772], [-5.264, 1.188, 0.658], [0.632, -3.840, -1.214], [4.544, -0.992, -1.417], [3.694, 1.434, 3.055], [1.945, 2.299, 0.347], [-0.031, -0.520, -3.222], [-1.911, 5.775, -0.346], [-4.036, 4.935, 1.120], [0.473, -2.910, -1.750], [0.013, 4.151, 1.177], [1.578, -0.076, 2.863], [2.566, 3.381, -1.288], [-0.002, 1.026, 1.731], [2.861, 2.995, -0.323], [-4.327, -3.168, -1.625], [-5.416, -2.357, -0.049], [4.817, -4.435, -0.373], [3.496, 1.916, 2.108], [1.074, -1.826, 2.189], [0.820, -4.499, 2.534], [3.094, -3.344, 0.286], [-3.582, -0.831, -0.319], [0.044, 4.150, -1.219], [5.399, 2.886, 1.895], [0.026, -3.884, -3.610], [-5.953, 1.930, 1.037], [0.569, -1.700, -1.102], [2.526, -5.605, 1.837], [1.538, 5.681, -0.015]],
  "e_above_lowest_kj_mol": 0.0,
  "charge": 1,
  "spin_multiplicity": 5,
  "lumo_ha": [-0.12923, -0.20582],
  "homo_lumo_gap_ev": [7.48, 5.80],
  "mol_weight_g_mol": 716.05
}

{
  "formula": "C4H17N2O2",
  "method": "wB97M-V/def2-TZVPD",
  "species": ["H", "C", "N", "H", "H", "H", "H", "H", "H", "H", "H", "H", "H", "H", "C", "H", "N", "H", "C", "O", "C", "H", "O", "H", "H"],
  "coordinates": [[0.152, 2.658, 1.052], [1.531, 0.088, 1.576], [-1.536, -0.036, -1.302], [-1.720, -0.276, 1.536], [2.358, 0.921, 1.587], [-0.438, -1.515, 1.777], [2.048, -0.622, 0.936], [-1.360, 1.896, 1.749], [1.533, -0.228, 2.580], [0.745, -3.486, -2.450], [0.114, -1.487, -0.667], [1.070, 1.447, -0.588], [1.425, 2.392, -1.809], [0.844, -2.094, -3.073], [-0.718, -0.605, 1.085], [-2.320, 0.594, -0.908], [0.253, 0.570, 0.991], [0.090, 1.955, 2.695], [-0.894, -1.058, -0.325], [0.279, -2.717, -2.443], [-0.168, 1.808, 1.657], [-1.746, -0.575, -2.207], [0.758, 1.851, -1.442], [-0.743, 0.474, -1.646], [-1.558, -1.955, -0.361]],
  "e_above_lowest_kj_mol": 255.0,
  "charge": 0,
  "spin_multiplicity": 2,
  "lumo_ha": [0.02386, 0.01515],
  "homo_lumo_gap_ev": [3.61, 10.13],
  "mol_weight_g_mol": 125.19
}

{
  "formula": "C24H47Cl4O9PS",
  "method": "wB97M-V/def2-TZVPD",
  "species": ["O", "C", "H", "H", "C", "H", "H", "C", "H", "H", "H", "H", "H", "H", "H", "C", "C", "H", "O", "C", "C", "H", "H", "Cl", "H", "H", "H", "H", "O", "O", "H", "C", "H", "H", "H", "H", "H", "H", "C", "O", "H", "H", "C", "Cl", "H", "C", "O", "C", "H", "H", "H", "S", "C", "H", "C", "C", "H", "H", "H", "H", "H", "H", "O", "H", "Cl", "C", "H", "C", "C", "H", "C", "O", "C", "H", "Cl", "C", "C", "C", "H", "H", "O", "C", "P", "H", "H", "H"],
  "coordinates": [[-0.406, 2.456, -2.450], [-0.295, -3.246, 2.028], [4.495, 5.185, 2.929], [0.453, 3.923, 2.359], [-5.388, -0.176, 4.147], [0.314, -0.316, -8.487], [1.819, 0.648, 2.158], [-1.951, -0.546, 0.838], [1.340, 2.606, -0.226], [-5.144, 1.202, 2.493], [2.473, -2.878, -2.257], [-1.330, -3.206, 2.353], [0.215, -0.847, 6.525], [0.117, -3.079, -2.790], [1.188, -1.724, 1.658], [-1.016, -1.107, -1.602], [-0.298, 2.024, 1.764], [-1.162, -2.112, -1.214], [1.507, 0.465, 1.261], [4.320, 4.552, 2.061], [-2.269, 1.030, -1.192], [-5.924, -0.941, 3.584], [-6.104, 0.462, 4.663], [-0.311, -4.503, 0.711], [0.541, -4.863, 3.194], [-2.641, 1.310, 1.724], [-1.057, 2.406, 1.077], [4.527, 3.506, 2.322], [1.602, -1.078, 4.017], [-3.688, -0.267, 2.496], [-1.488, -1.503, 3.574], [2.137, -2.541, -3.244], [1.661, 2.695, 2.408], [1.625, -3.487, 2.996], [1.530, -0.192, -7.203], [2.269, -3.389, -3.920], [-3.910, 1.352, 3.756], [2.356, -1.371, -9.276], [-3.062, 0.354, 1.397], [-0.320, -0.994, 5.727], [-2.519, 1.863, -0.533], [-1.721, -1.033, -2.436], [0.828, 3.059, 1.807], [-2.806, -2.118, 0.595], [3.942, -1.689, -4.126], [-0.679, -0.641, 1.744], [-0.149, 0.628, -0.177], [0.586, -3.777, 3.152], [1.159, -2.648, -8.988], [3.193, -0.673, -2.874], [-3.813, 0.524, 0.622], [-1.684, 1.847, -2.662], [-1.361, -0.023, -0.542], [-3.209, 0.565, -1.503], [2.676, 4.142, 0.413], [0.655, -2.189, -3.135], [0.559, 4.184, -0.009], [5.016, 4.849, 1.266], [0.284, -1.944, -4.134], [1.132, -1.058, -1.365], [0.530, -0.086, -2.723], [0.131, -2.045, 0.327], [0.645, 1.168, 4.702], [0.277, -3.363, 4.114], [-0.207, -1.676, -6.644], [0.917, -0.881, -7.779], [2.349, -0.833, 4.589], [0.401, -1.022, -2.174], [2.995, -1.359, -3.699], [-1.517, 0.806, -3.512], [-0.999, -0.583, 3.253], [2.981, 4.724, 1.672], [1.288, 3.489, 0.411], [2.470, -0.788, -4.471], [2.919, -2.703, -7.427], [0.118, 0.632, 1.214], [1.769, -1.883, -8.515], [0.150, -1.907, 1.401], [2.721, 4.931, -0.346], [-1.712, 0.209, 3.477], [-2.801, 2.617, -3.138], [-4.529, 0.631, 3.201], [0.299, -0.240, 4.452], [-4.758, -0.686, 4.876], [3.433, 3.391, 0.155], [-0.754, 1.978, 2.750]],
  "smiles": "CCCCC[C@]1(C[SH](=O)=O)O[C@@](O)(CCCCOC)[C@@](C[C@H](C)Cl)(CP(=O)(O)O)[C@@]1(Cl)COCC.ClCCCl",
  "charge": 0,
  "lumo_ha": 0.00228,
  "homo_lumo_gap_ev": 9.44,
  "mol_weight_g_mol": 684.48
}

{
  "formula": "C49H44BrClNO10PS",
  "method": "wB97M-V/def2-TZVPD",
  "species": ["C", "P", "H", "H", "H", "C", "C", "C", "H", "H", "C", "C", "O", "H", "H", "C", "C", "C", "C", "H", "H", "H", "H", "C", "O", "Cl", "H", "C", "C", "C", "H", "O", "C", "H", "C", "H", "H", "H", "H", "C", "C", "C", "C", "C", "H", "C", "S", "H", "H", "O", "H", "O", "C", "O", "H", "H", "C", "H", "Br", "C", "C", "C", "C", "C", "C", "H", "C", "H", "H", "N", "C", "C", "H", "O", "C", "C", "H", "H", "H", "O", "H", "C", "O", "H", "H", "H", "C", "H", "C", "H", "C", "H", "C", "H", "C", "H", "C", "C", "C", "C", "H", "C", "H", "C", "C", "C", "O", "H"],
  "coordinates": [[-0.535, 2.311, 5.228], [-1.915, 0.957, -0.043], [-2.505, 1.818, 5.929], [-2.748, -0.079, 12.901], [1.062, -0.866, 2.029], [2.284, 5.626, -5.145], [-0.663, 0.177, 12.428], [0.264, 0.515, 11.446], [-3.521, 0.474, 10.620], [-7.081, -4.279, -6.162], [1.340, -0.282, -1.334], [2.602, -2.222, -2.610], [4.023, -2.469, -2.661], [1.530, 2.747, 4.805], [0.676, -4.286, -4.064], [1.012, -6.378, -4.412], [-1.104, -5.275, -4.783], [0.014, 1.921, -2.923], [2.662, -2.390, 1.643], [-5.663, -6.294, -6.355], [-1.775, -1.045, 0.869], [-0.876, 2.574, 4.233], [4.305, 5.323, -6.348], [-5.239, -5.371, -5.971], [-1.055, -0.383, 0.699], [3.531, 2.751, 0.460], [3.791, 0.705, 2.016], [-0.015, 6.039, -3.847], [-1.451, 1.884, 6.185], [-2.215, 3.526, -3.983], [1.790, -3.143, 1.803], [-0.367, 3.114, 0.880], [4.263, 4.055, -4.276], [1.904, 6.367, -5.960], [-1.132, 2.911, -3.517], [3.593, -0.203, 0.430], [3.497, -2.718, 2.367], [1.058, -8.490, -4.831], [1.382, -0.596, -3.658], [-2.001, 1.132, 8.490], [0.818, 2.405, 5.550], [-3.357, -4.126, -5.105], [0.236, -5.224, -4.391], [1.257, 2.059, 6.825], [5.332, 3.618, -4.420], [-0.170, 0.847, 10.161], [0.863, 2.310, 1.681], [-1.304, -8.584, -5.552], [2.525, 1.547, -1.581], [1.607, 3.395, 2.476], [3.056, -2.418, 0.563], [-1.443, -2.991, -4.359], [-3.067, -6.542, -5.660], [2.010, 1.268, 9.399], [-6.131, -2.169, -5.268], [1.323, 0.522, 11.685], [-0.877, -7.639, -5.229], [-0.464, 0.858, -3.012], [2.666, -0.668, 4.027], [0.454, -7.587, -4.824], [-6.038, -4.237, -5.862], [2.975, 0.292, 1.291], [2.085, -0.675, -2.753], [-5.503, -3.050, -5.364], [3.729, 5.027, -5.393], [2.052, -6.337, -4.103], [0.997, 3.849, -1.497], [-0.795, 5.695, -3.090], [3.905, 2.969, -2.269], [-2.492, 0.220, -1.590], [1.379, 5.253, -3.870], [0.819, 1.246, 9.134], [-3.216, -0.463, -1.284], [-3.539, -7.586, -6.080], [1.622, 1.249, -0.901], [0.341, 1.625, 7.787], [-1.517, 3.218, -0.843], [-0.324, -0.077, 13.428], [2.313, 2.132, 7.067], [1.833, -3.219, -2.430], [1.468, 4.238, -0.527], [2.133, 1.483, 0.611], [-3.188, 1.054, 8.210], [0.932, 1.846, -3.641], [4.263, -3.275, -2.141], [0.213, -0.516, -1.533], [-3.899, -5.320, -5.581], [1.682, -1.094, -0.606], [-1.015, 1.550, 7.470], [0.025, 4.492, -1.603], [-0.786, 2.436, -0.365], [-2.880, 4.242, -4.599], [2.205, -0.866, 2.060], [-3.751, -2.063, -4.608], [1.896, 4.219, -2.754], [3.056, -0.058, -2.911], [0.446, 2.296, -1.395], [-2.024, 0.172, 12.131], [-4.164, -2.992, -4.991], [-1.658, -6.481, -5.215], [-0.506, 5.973, -4.898], [-1.531, 0.818, 9.857], [-3.024, 0.966, -2.094], [-1.930, -4.050, -4.723], [3.384, 3.680, -3.031], [-2.459, 0.485, 10.847], [0.205, 1.441, 2.730], [0.223, 7.159, -3.616]],
  "e_above_lowest_kj_mol": 1147.5,
  "smiles": "C#CC[C@@]1(Cc2ccccc2C)[C@@H](P(N)O)OS(=O)(=O)[C@@](Cl)(C[C@@H](C)Br)[C@H]1CCC(=O)O.O=C1c2ccccc2C(=O)c2ccccc21.O=C1c2ccccc2C(=O)c2ccccc21",
  "charge": 0,
  "lumo_ha": -0.03935,
  "homo_lumo_gap_ev": 7.48,
  "mol_weight_g_mol": 985.29
}

{
  "formula": "C5H11ClNO3S",
  "method": "wB97M-V/def2-TZVPD",
  "species": ["C", "C", "H", "O", "H", "Cl", "C", "N", "C", "H", "H", "S", "H", "H", "O", "H", "O", "C", "H", "H", "H", "H"],
  "coordinates": [[-2.359, -0.305, -0.501], [-0.490, 0.288, 1.192], [-2.482, -1.264, 0.063], [4.219, -0.762, -0.532], [1.515, 1.592, 0.839], [2.244, -1.835, 1.354], [-2.605, -0.518, -1.942], [1.760, -0.479, 0.509], [1.042, 0.567, 1.260], [-3.628, -0.725, -2.033], [-1.081, 1.029, 1.561], [3.479, 0.293, 0.113], [-0.747, 1.158, -0.716], [-2.240, 0.321, -2.431], [3.041, 1.393, -0.774], [-2.086, -1.400, -2.266], [3.990, 0.717, 1.458], [-0.899, 0.153, -0.273], [1.336, 0.575, 2.368], [-3.158, 0.504, -0.054], [-0.258, -0.563, -0.748], [-0.592, -0.740, 1.554]],
  "e_above_lowest_kj_mol": 0.0,
  "charge": -1,
  "lumo_ha": 0.12341,
  "homo_lumo_gap_ev": 8.55,
  "mol_weight_g_mol": 200.67
}